Computed, not measured: 2 unconnected molecules or ions with the total composition C6H15N3O2S at a distorted geometry, with ωB97M-V/def2-TZVPD.

## Properties
LUMO energy in eV: -8.373
Net charge: +2
Kohn-Sham gap in Ha: 0.2905
Energy relative to the best compared isomer or geometry (same formula, charge and spin) in eV: 1.596
E_HOMO in eV: -16.3

The geometry in XYZ format:
```
27
Properties=species:S:1:pos:R:3:lowdin_charge:R:1
C -0.111 -1.413 1.565 -0.3171
C -1.434 -0.124 0.124 -0.1294
C 1.296 -1.402 2.123 0.0084
C -0.965 -3.158 3.088 -0.0115
C -3.287 1.177 -0.980 -0.0707
C 2.388 1.567 -2.906 -0.2169
N -1.027 -2.151 2.098 0.0770
N -0.373 -0.493 0.655 0.1756
N -2.228 0.490 -0.465 0.0977
O 1.616 4.092 -1.737 -0.0667
O 0.174 1.674 -1.533 -0.3521
S 0.882 2.357 -2.508 1.1036
H 1.433 -1.807 3.176 0.1030
H 1.740 -0.371 2.400 0.1219
H 2.071 -1.788 1.385 0.1175
H -0.532 -2.770 3.973 0.0976
H -1.940 -3.548 3.403 0.1247
H -0.571 -3.997 2.661 0.0820
H -3.506 0.952 -2.072 0.1292
H -3.115 2.249 -0.825 0.1015
H -4.194 0.944 -0.317 0.1366
H 2.710 2.305 -3.696 0.0933
H 3.033 1.372 -2.086 0.0719
H 2.251 0.672 -3.560 0.1149
H -1.928 -1.899 1.843 0.1382
H 1.094 4.755 -1.344 0.0940
H 2.611 4.277 -1.705 0.1762
```